The following is a DFT calculation (ωB97M-V/def2-TZVPD) of a molecular structure, CH4HgIO in a non-equilibrium geometry.

XYZ file:
```
8
CH4HgIO | OMol25 | ωB97M-V/def2-TZVPD
Hg -1.13025 2.58434 -3.75711
I 0.37730 2.56256 -1.29562
O -0.30069 -0.79056 -0.16440
C 0.21079 -1.09939 1.12641
H 0.99303 -0.38501 1.39883
H 0.47799 -2.13391 1.30296
H -0.54188 -0.82150 1.87396
H -0.08629 0.08348 -0.48504
```

Results
E	-15415.0158	eV
charge	+1
gap between HOMO and LUMO	3.69	eV
E_HOMO	-12.950	eV
LUMO energy	-9.26	eV